[1]
This record from OMol25 describes C22H30IrN6SSeSi as an isolated structure in a non-equilibrium geometry. The level of theory is wB97M-V/def2-TZVPD.

Geometry as XYZ:
```
62
Properties=species:S:1:pos:R:3:forces:R:3:lowdin_charge:R:1
Ir -1.349 -0.122 -0.556 0.6 1.7 0.1 1.0476
C 0.131 5.161 -2.359 -0.3 -0.1 0.0 -0.0713
C -1.335 4.807 -2.134 0.2 0.2 -0.4 -0.2704
N -1.534 4.251 -0.818 0.0 -0.2 0.5 -0.0033
C -1.508 2.937 -0.552 -0.4 -0.8 -0.6 -0.7132
S -1.869 1.776 -1.836 0.3 -0.7 0.2 0.6530
N -1.335 2.530 0.672 0.4 1.1 1.2 0.0020
N -1.298 1.227 0.889 -0.9 -1.4 0.6 -0.2598
C -1.288 0.760 2.163 0.7 2.6 -1.7 -0.2813
C -1.299 1.692 3.327 0.0 0.0 -0.2 -0.0017
C -1.249 -0.642 2.287 0.3 -3.0 -0.3 -0.2444
C -1.209 -1.336 3.521 -0.3 1.2 -0.8 -0.0031
C -1.064 -2.695 3.543 0.1 -1.0 -0.9 -0.0318
C -0.933 -3.389 2.325 -0.1 0.5 1.0 -0.0201
C -1.032 -2.677 1.152 0.0 -0.1 -0.3 -0.1165
N -1.219 -1.359 1.099 0.2 0.4 1.0 -0.0856
H 0.269 5.499 -3.379 0.1 0.1 -0.2 0.0763
H 0.763 4.294 -2.173 0.1 -0.1 -0.1 0.0729
H 0.439 5.957 -1.687 0.1 0.1 0.1 0.0761
H -1.667 4.065 -2.860 -0.1 0.2 0.0 0.0628
H -1.960 5.698 -2.231 0.0 -0.1 -0.1 0.1221
H -1.276 4.852 -0.046 -0.1 -0.2 0.1 0.1528
H -1.134 2.704 2.967 0.0 0.0 0.1 0.0780
H -0.512 1.428 4.030 0.0 -0.1 0.0 0.0839
H -2.252 1.656 3.856 -0.1 0.0 0.0 0.1034
H -1.299 -0.774 4.438 0.0 0.1 0.0 0.1218
H -1.045 -3.238 4.475 0.1 0.0 0.1 0.1227
H -0.759 -4.452 2.309 0.0 -0.1 -0.1 0.1142
H -0.954 -3.188 0.201 0.0 0.1 -0.1 0.1129
N 0.671 -0.227 -2.037 -0.2 -0.3 0.5 0.0053
C 0.348 -1.109 -3.116 0.3 -0.1 -0.4 -0.2336
C 1.200 -1.304 -4.180 -0.3 0.2 0.6 0.0052
C 0.858 -2.165 -5.226 -0.4 -0.3 -0.2 -0.0447
C -0.346 -2.818 -5.213 0.2 0.1 -0.1 -0.0111
C -1.244 -2.651 -4.141 0.1 0.1 0.4 -0.1365
C -2.486 -3.315 -4.075 -0.2 0.3 0.5 0.0258
C -3.288 -3.114 -2.977 0.2 -0.3 -0.6 -0.0237
C -2.857 -2.257 -1.965 0.2 0.2 0.2 -0.1128
N -1.703 -1.602 -1.991 -0.8 -0.2 -0.2 -0.0965
C -0.885 -1.792 -3.065 0.2 -0.2 -0.4 -0.1559
H 1.384 -0.630 -1.428 0.0 0.2 0.2 0.0143
H 1.038 0.650 -2.399 -0.2 0.0 0.3 0.0958
H 2.150 -0.794 -4.193 0.1 0.1 0.0 0.1250
H 1.549 -2.317 -6.038 0.1 0.0 -0.1 0.1160
H -0.631 -3.471 -6.022 0.0 -0.1 -0.1 0.1216
H -2.791 -3.963 -4.882 0.0 -0.1 -0.1 0.1284
H -4.244 -3.607 -2.889 0.0 0.0 0.1 0.1172
H -3.493 -2.091 -1.107 0.0 0.1 0.1 0.1160
C 2.281 -1.153 4.043 0.3 0.4 -0.4 -0.2161
Si 3.026 0.153 2.880 -0.3 0.1 -0.5 0.1810
C 4.633 -0.513 2.111 -0.5 0.3 0.5 -0.2374
C 3.140 1.840 3.758 0.2 -0.7 -0.2 -0.2275
Se 1.705 0.511 1.003 -0.1 -0.2 0.4 0.3675
H 2.973 -1.348 4.856 0.2 0.0 0.2 0.0298
H 2.101 -2.090 3.525 0.0 -0.1 -0.2 0.0213
H 1.341 -0.824 4.477 -0.1 0.1 0.1 0.0022
H 5.425 -0.604 2.847 0.2 0.0 0.2 0.0241
H 4.985 0.134 1.313 0.0 0.1 -0.1 0.0187
H 4.452 -1.498 1.690 -0.1 -0.1 0.0 0.0225
H 3.925 1.825 4.508 0.2 0.0 0.2 0.0237
H 2.205 2.078 4.259 -0.2 0.0 0.0 0.0132
H 3.358 2.640 3.057 0.0 0.0 -0.1 0.0213
```
Positions in Å, forces in eV/Å.

Properties
charge	+1
Kohn-Sham gap (spin up / spin down)	4.19 / 4.60	eV
calculated total energy	-119135.2240	eV
highest occupied orbital energy (spin up / spin down)	-0.3409 / -0.3569	Ha



[2]
This record from OMol25 describes an isolated ion of composition C4H9N2O and charge +1 in a non-equilibrium geometry. The level of theory is wB97M-V/def2-TZVPD.

Geometry as XYZ:
```
16
Properties=species:S:1:pos:R:3:forces:R:3:lowdin_charge:R:1
C -0.506 0.541 -0.032 0.3 -0.2 -0.1 -0.2882
C 0.965 0.762 -0.280 0.6 0.3 -0.1 -0.1272
C 3.009 -0.267 0.229 -0.2 0.0 0.1 0.0110
C -2.421 -0.976 0.099 -0.9 -0.2 0.1 0.0041
N 1.778 -0.402 -0.003 -0.7 -0.3 -0.1 -0.0253
N -1.034 -0.641 -0.089 1.1 0.4 0.0 0.0941
O -1.283 1.565 0.188 -0.3 -0.1 -0.1 0.1885
H 1.057 0.992 -1.354 -0.1 0.1 0.2 0.1608
H 1.304 1.652 0.274 -0.2 -0.1 -0.1 0.1415
H 3.577 -1.164 0.419 0.2 -0.2 0.0 0.0867
H 3.539 0.685 0.269 -0.1 0.2 0.0 0.0965
H -2.759 -1.596 -0.732 0.1 0.1 0.0 0.1102
H -3.022 -0.073 0.148 0.0 -0.1 0.0 0.1007
H -2.544 -1.550 1.018 0.1 0.1 0.0 0.1120
H -0.370 -1.405 -0.230 0.1 0.3 0.1 0.1717
H -0.842 2.429 0.182 0.2 -0.2 0.0 0.1627
```
Positions in Å, forces in eV/Å.

Properties
charge	+1
Kohn-Sham gap	10.97	eV
SMILES	C=NC/C(O)=[NH+]/C
calculated total energy	-9314.5746	eV
highest occupied orbital energy	-0.5321	Ha



[3]
This record from OMol25 describes a 10-piece molecular cluster, C6H30O10 overall in a non-equilibrium geometry. The level of theory is wB97M-V/def2-TZVPD.

Geometry as XYZ:
```
46
Properties=species:S:1:pos:R:3:forces:R:3:lowdin_charge:R:1
C 0.063 -1.843 3.518 -0.5 0.2 -0.1 -0.1031
C -0.807 -1.218 2.397 0.2 -0.3 0.8 -0.2269
C -0.966 0.254 2.718 -0.8 1.4 1.3 -0.2286
C 1.957 2.062 0.922 -0.3 0.0 -0.5 -0.2234
O 2.550 1.643 -0.337 0.3 -0.3 0.9 -0.0866
C 0.964 1.044 1.399 -0.4 0.8 -0.3 -0.0972
C 0.211 1.190 2.483 -0.8 -0.9 -1.0 -0.0940
H 0.571 -2.743 3.233 -0.2 -0.3 -0.2 0.0284
H 0.830 -1.142 3.840 0.0 0.0 0.1 0.0783
H -0.576 -2.122 4.355 0.0 0.3 0.2 0.0757
H -1.761 -1.748 2.421 -0.1 0.3 -0.2 0.1065
H -0.393 -1.378 1.405 0.2 0.0 -0.1 0.0841
H -1.879 0.767 2.363 0.2 -0.5 -0.9 0.1020
H -1.234 0.407 3.773 0.4 -0.7 0.3 0.1095
H 1.554 3.018 0.585 -0.6 0.1 0.9 0.1159
H 2.578 2.198 1.815 0.9 0.3 -0.8 0.1271
H 3.493 1.590 -0.202 0.4 -0.2 -0.1 0.0767
H 0.819 0.202 0.729 0.1 -0.1 0.1 0.0946
H 0.248 2.050 3.142 0.3 0.1 -0.1 0.1171
H -2.607 -0.269 -1.427 0.0 -0.1 -0.2 0.0315
H -4.076 0.073 -1.479 -0.1 0.0 -0.1 0.0608
O -3.285 0.231 -0.957 -0.1 -0.2 0.0 -0.0463
H 1.662 -2.578 1.195 0.3 0.2 -0.2 0.0137
H 2.064 -3.330 2.455 0.2 -0.1 0.1 0.0269
O 2.302 -2.572 1.920 0.3 -0.2 -0.3 -0.0778
H -2.983 -2.525 -2.364 0.2 -0.2 -0.1 0.0417
H -1.975 -2.066 -3.448 -0.1 -0.3 0.5 -0.0005
O -2.861 -1.902 -3.086 -0.3 0.4 -0.1 -0.0651
H 3.164 -1.592 -0.447 0.0 0.4 -0.2 0.0462
H 1.928 -1.145 -1.371 0.7 0.3 -0.2 -0.0040
O 2.247 -1.739 -0.681 -0.8 -0.7 0.3 -0.0598
H 0.251 -1.925 -3.961 0.1 -0.1 0.2 0.0401
H 0.622 -2.940 -2.905 -0.1 0.0 0.2 0.0508
O -0.147 -2.529 -3.316 0.1 0.0 -0.4 -0.0579
H 0.804 0.125 -3.026 -0.1 -0.3 0.5 0.0076
H 2.147 0.326 -3.560 0.6 -0.2 -0.1 0.0584
O 1.613 -0.393 -3.211 -0.2 0.4 -0.4 -0.0793
H -1.228 3.293 -1.699 -0.6 0.3 0.6 -0.0029
H 0.130 3.885 -1.872 0.6 0.5 0.1 0.0086
O -0.785 4.146 -1.809 -0.1 -0.2 -0.4 -0.0466
H 0.033 1.307 -1.190 -0.1 -0.4 0.1 0.0475
H 0.079 2.191 -2.377 -0.1 -0.4 -0.5 0.0409
O -0.150 1.281 -2.141 -0.1 0.6 0.3 -0.0287
H -2.036 2.007 0.747 0.1 0.1 0.0 0.0040
H -2.818 1.878 -0.544 0.2 0.1 0.3 0.0043
O -2.320 2.530 -0.009 0.0 -0.1 -0.2 -0.0702
```
Positions in Å, forces in eV/Å.

Properties
Kohn-Sham gap	9.57	eV
SMILES	CCC/C=C/CO.O.O.O.O.O.O.O.O.O
calculated total energy	-27182.6280	eV
highest occupied orbital energy	-0.3458	Ha



[4]
This record from OMol25 describes C44H50BF10N9S3Sc as an isolated structure. The level of theory is wB97M-V/def2-TZVPD.

Geometry as XYZ:
```
118
Properties=species:S:1:pos:R:3:forces:R:3:lowdin_charge:R:1
Sc -1.751 2.363 -1.580 -0.6 -0.2 -0.1 0.9023
C 1.882 2.076 3.750 0.0 0.0 0.0 -0.0052
C 1.177 2.152 2.382 0.0 -0.1 0.1 -0.3377
C 2.284 2.153 1.317 0.0 0.0 0.0 -0.1713
C 2.715 0.767 0.936 0.1 -0.1 -0.1 -0.1440
N 1.904 -0.207 0.943 -0.1 0.1 0.0 0.2151
N 0.595 -0.051 1.432 0.1 0.0 0.0 0.0762
B -0.320 -1.063 0.872 -0.3 -0.2 0.1 -0.6593
N -1.841 -0.891 0.821 0.1 0.0 0.0 0.1229
N -1.435 -1.794 1.732 0.2 0.1 -0.1 0.2031
C -2.202 -2.317 2.634 0.0 -0.1 0.0 -0.1535
C -3.579 -1.977 2.523 0.0 0.0 -0.1 0.0877
C -4.029 -1.069 1.613 0.1 -0.1 0.0 -0.2131
C -5.468 -0.700 1.534 -0.1 0.0 0.0 -0.0565
C -3.073 -0.411 0.728 -0.1 0.0 0.1 -0.6153
S -3.579 0.854 -0.266 0.0 0.1 -0.1 0.7793
C -1.619 -3.230 3.686 0.0 0.0 0.0 -0.5264
C -1.866 -4.678 3.239 0.0 0.0 0.0 -0.0176
C -0.119 -2.966 3.827 0.0 0.0 0.0 -0.0302
C -2.310 -2.965 5.027 0.0 0.0 0.0 -0.0300
N 0.287 -1.956 -0.176 0.1 -0.1 0.1 0.0271
N 1.002 -2.956 0.396 0.0 0.0 -0.1 0.1941
C 1.709 -3.720 -0.378 -0.1 0.1 0.0 -0.2082
C 1.733 -3.505 -1.789 0.0 0.0 0.0 0.0624
C 0.988 -2.532 -2.364 0.0 0.0 0.1 -0.2315
C 0.971 -2.291 -3.835 0.0 0.0 0.0 -0.0447
C 0.196 -1.697 -1.490 -0.1 0.0 -0.1 -0.5732
S -0.832 -0.510 -2.123 0.1 0.1 0.0 0.8113
C 2.525 -4.838 0.245 0.0 0.0 0.0 -0.5453
C 2.080 -6.173 -0.367 0.0 0.0 0.0 -0.0328
C 2.330 -4.889 1.757 0.0 0.0 0.0 -0.0539
C 4.007 -4.589 -0.063 0.0 0.0 0.0 -0.0301
C 0.249 0.925 2.311 0.1 0.1 -0.1 -0.6209
S -1.078 0.862 3.274 -0.1 0.0 0.0 0.8781
C 4.123 0.472 0.418 0.0 0.1 0.0 -0.5236
C 4.029 -0.414 -0.829 0.0 0.0 0.0 -0.0271
C 4.876 -0.273 1.527 0.0 0.0 0.0 -0.0292
C 4.870 1.759 0.059 0.0 0.0 0.0 -0.0373
H 2.600 2.884 3.867 0.0 0.0 0.0 0.0953
H 2.409 1.122 3.822 0.0 0.0 0.0 0.1019
H 1.152 2.124 4.553 0.0 0.0 0.0 0.0832
H 3.109 2.761 1.682 0.0 0.0 0.0 0.1528
H -4.282 -2.443 3.199 0.0 0.0 0.0 0.1319
H -6.061 -1.325 2.197 0.0 0.0 0.0 0.0901
H -5.835 -0.802 0.512 0.0 0.0 0.0 0.0881
H -5.599 0.348 1.810 0.0 0.0 0.0 0.0923
H -1.348 -4.891 2.302 0.0 0.0 0.0 0.0850
H -2.929 -4.882 3.100 0.0 0.0 0.0 0.0908
H -1.490 -5.361 4.001 0.0 0.0 0.0 0.0972
H 0.412 -3.124 2.890 0.0 0.0 0.0 0.0482
H 0.295 -3.645 4.573 0.0 0.0 0.0 0.1010
H 0.062 -1.941 4.159 0.0 0.0 0.0 0.0814
H -3.363 -3.247 5.019 0.0 0.0 0.0 0.0827
H -2.229 -1.915 5.313 0.0 0.0 0.0 0.0945
H -1.823 -3.563 5.797 0.0 0.0 0.0 0.0971
H 2.359 -4.137 -2.405 0.0 0.0 0.0 0.1272
H 1.681 -2.945 -4.337 0.0 0.0 0.0 0.0912
H 1.212 -1.250 -4.054 0.0 0.0 0.0 0.0644
H -0.029 -2.465 -4.235 0.0 0.0 0.0 0.0930
H 1.023 -6.360 -0.171 0.0 0.0 0.0 0.0923
H 2.655 -6.989 0.070 0.0 0.0 0.0 0.0935
H 2.235 -6.205 -1.446 0.0 0.0 0.0 0.0819
H 1.299 -5.130 2.019 0.0 0.0 0.0 0.0714
H 2.585 -3.940 2.228 0.0 0.0 0.0 0.0808
H 2.973 -5.665 2.174 0.0 0.0 0.0 0.0944
H 4.210 -4.553 -1.134 0.0 0.0 0.0 0.0843
H 4.606 -5.397 0.358 0.0 0.0 0.0 0.0940
H 4.345 -3.650 0.379 0.0 0.0 0.0 0.0801
H 3.504 -1.342 -0.611 0.0 0.0 0.0 0.0580
H 5.034 -0.657 -1.176 0.0 0.0 0.0 0.0963
H 3.504 0.102 -1.634 0.0 0.0 0.0 0.0797
H 4.373 -1.212 1.764 0.0 0.0 0.0 0.0766
H 4.939 0.321 2.442 0.0 0.0 0.0 0.0876
H 5.894 -0.492 1.203 0.0 0.0 0.0 0.0931
H 4.318 2.357 -0.668 0.0 0.0 0.0 0.0837
H 5.832 1.501 -0.384 0.0 0.0 0.0 0.0958
H 5.079 2.376 0.934 0.0 0.0 0.0 0.0868
C -2.975 4.670 -3.378 -0.1 0.1 0.0 -0.0357
N -3.486 3.515 -2.624 0.1 -0.1 0.1 -0.3061
C -4.392 3.957 -1.556 -0.1 0.0 0.0 -0.1835
C -3.569 4.718 -0.527 -0.1 0.0 -0.1 -0.2108
N -2.322 3.982 -0.362 0.2 0.2 0.1 -0.0947
C -1.560 4.278 0.749 0.0 0.0 0.0 -0.1584
C -0.599 3.355 1.122 0.0 0.0 -0.1 -0.1445
F -0.586 2.235 0.283 0.1 0.0 0.1 -0.0379
C 0.294 3.373 2.170 -0.2 0.1 0.0 -0.0588
F 1.877 2.744 0.116 0.1 0.0 0.0 0.0326
C 0.225 4.522 2.945 0.0 0.0 0.0 -0.1339
F 1.031 4.715 3.996 0.0 0.0 0.0 0.1078
C -0.700 5.518 2.654 0.0 -0.1 -0.1 -0.1281
F -0.743 6.609 3.412 0.0 0.0 0.0 0.1375
C -1.573 5.407 1.584 0.1 -0.1 0.0 -0.1167
F -2.403 6.428 1.350 0.0 0.0 0.0 0.1127
C -4.056 2.499 -3.520 -0.1 0.0 -0.1 -0.1690
C -2.951 1.989 -4.445 -0.1 0.0 0.0 -0.2019
N -1.725 1.993 -3.661 0.1 -0.2 0.0 -0.1350
C -0.527 1.757 -4.274 0.0 0.0 0.0 -0.2392
C 0.615 2.046 -3.523 0.0 0.0 0.0 -0.1500
F 0.372 2.556 -2.256 0.1 0.1 -0.1 0.0035
C 1.914 1.822 -3.904 -0.1 0.0 -0.1 -0.1485
F 2.927 2.113 -3.091 0.0 0.0 0.0 0.1262
C 2.139 1.283 -5.163 -0.1 0.0 0.1 -0.1530
F 3.381 1.049 -5.587 0.0 0.0 0.0 0.1271
C 1.048 0.991 -5.967 0.0 0.0 0.1 -0.1473
F 1.250 0.457 -7.167 0.0 0.0 0.0 0.1388
C -0.252 1.217 -5.538 0.1 0.0 0.1 -0.1328
F -1.249 0.848 -6.355 0.0 0.0 0.0 0.1059
H -3.794 5.182 -3.896 0.0 0.0 0.0 0.1119
H -2.236 4.348 -4.104 0.0 0.0 0.0 0.0872
H -2.496 5.372 -2.699 0.0 0.0 0.0 0.0895
H -4.830 3.065 -1.103 0.0 0.0 0.0 0.0780
H -5.214 4.567 -1.952 0.0 0.0 0.0 0.1375
H -4.136 4.777 0.407 0.0 -0.1 0.0 0.1325
H -3.408 5.752 -0.847 0.0 0.0 0.0 0.1131
H -4.905 2.894 -4.091 0.0 0.0 0.0 0.1378
H -4.435 1.686 -2.895 0.0 0.0 0.0 0.0950
H -2.867 2.629 -5.330 0.0 0.0 0.0 0.1234
H -3.225 0.995 -4.807 0.0 0.0 0.0 0.1261
```
Positions in Å, forces in eV/Å.

Properties
charge	+1
Kohn-Sham gap	6.85	eV
calculated total energy	-140905.9008	eV
highest occupied orbital energy	-0.3678	Ha